# C5H4N2

The molecule C5H4N2 (ωB97M-V/def2-TZVPD, OMol25).

Geometry as XYZ:
```
11
Properties=species:S:1:pos:R:3
N 1.832 -1.838 2.473
C 1.257 -1.296 1.629
C 0.551 -0.560 0.599
N -0.438 0.335 1.153
C -0.987 0.990 -0.022
C -0.393 0.310 -1.215
C 0.561 -0.550 -0.824
H -1.065 2.091 0.055
H -2.148 0.847 -0.110
H -0.473 0.606 -2.161
H 1.304 -0.935 -1.577
```

## Properties
Kohn-Sham gap   9.234 eV
Spin multiplicity   1
HOMO   -9.936 eV
Molecular weight   92.10 u
Energy relative to the best compared isomer or geometry (same formula, charge and spin)   48.7 kcal per mole
Electronic energy   -8227.3837 eV
SMILES   N#CC1=NCC=C1
Lowest unoccupied orbital energy   -0.70 eV

=====

# C29H48FN7O5

A cluster of 7 separate species, C29H48FN7O5 in total (ωB97M-V/def2-TZVPD, OMol25).

Geometry as XYZ:
```
90
Properties=species:S:1:pos:R:3
C 5.975 -2.839 -0.387
C 6.825 -1.468 -0.405
O 6.169 -0.573 0.528
C 6.289 0.781 0.146
O 6.775 1.573 0.969
C 5.793 1.355 -1.247
C 4.666 2.479 -1.092
C 3.350 1.803 -0.483
C 2.037 2.616 -0.969
N 2.244 4.057 -0.623
C 0.760 2.078 -0.119
O -0.174 1.369 -0.929
C -1.370 0.933 -0.293
C -2.524 2.025 -0.641
C -2.237 3.464 -0.039
O -1.705 4.290 -0.834
C -1.844 -0.388 -1.106
C -1.817 -0.200 -2.696
C -1.743 -1.675 -3.360
F -3.033 -2.100 -3.871
C -1.397 0.730 1.272
C -1.931 -0.847 1.643
C -1.269 -1.464 3.044
O -0.880 -1.911 1.560
H 5.109 -2.688 -1.106
H 6.606 -3.705 -0.750
H 5.563 -2.990 0.665
H 7.877 -1.730 -0.070
H 6.888 -1.083 -1.468
H 6.652 1.766 -1.859
H 5.313 0.489 -1.824
H 4.988 3.290 -0.352
H 4.381 2.908 -2.104
H 3.209 0.726 -0.863
H 3.400 1.723 0.661
H 1.917 2.467 -2.084
H 2.100 4.190 0.389
H 1.509 4.585 -1.119
H 0.348 2.911 0.532
H 1.219 1.314 0.616
H -2.674 2.167 -1.753
H -3.526 1.669 -0.211
H -2.433 3.763 1.044
H -2.934 -0.652 -0.857
H -1.140 -1.270 -0.893
H -2.823 0.230 -3.020
H -0.922 0.355 -3.103
H -1.069 -1.616 -4.277
H -1.291 -2.449 -2.665
H -2.234 1.332 1.744
H -0.426 0.708 1.840
H -3.060 -1.118 1.406
H -1.410 -2.554 3.303
H -0.284 -0.994 3.387
C 2.009 4.832 3.589
C 0.652 4.208 3.667
N -0.410 3.719 3.728
H 2.544 4.448 2.719
H 1.914 5.915 3.500
H 2.577 4.596 4.489
C 8.727 -5.424 -2.845
C 8.334 -3.983 -2.807
N 8.025 -2.855 -2.777
H 8.494 -5.898 -1.890
H 8.183 -5.936 -3.639
H 9.798 -5.511 -3.033
C -5.473 -0.078 3.297
C -4.726 1.035 2.636
N -4.137 1.905 2.118
H -6.504 0.222 3.478
H -5.467 -0.959 2.657
H -5.002 -0.326 4.250
C -4.544 4.791 -2.977
C -4.919 3.396 -2.596
N -5.213 2.303 -2.295
H -4.070 4.791 -3.959
H -5.436 5.418 -3.011
H -3.847 5.200 -2.244
C -6.902 -4.413 3.292
C -7.300 -2.972 3.337
N -7.606 -1.842 3.372
H -7.115 -4.887 4.251
H -7.460 -4.927 2.509
H -5.838 -4.496 3.083
C -4.786 -5.170 -0.667
C -4.977 -5.701 0.718
N -5.127 -6.115 1.803
H -5.219 -5.861 -1.391
H -5.274 -4.200 -0.763
H -3.721 -5.056 -0.876
```

## Properties
Kohn-Sham gap   9.230 eV
Spin multiplicity   1
HOMO   -8.887 eV
Molecular weight   593.75 u
Electronic energy   -54227.7685 eV
SMILES   CCOC(=O)CCC[C@H](N)CO[C@@](CC=O)(CCCF)C[C@@H]1CO1.CC#N.CC#N.CC#N.CC#N.CC#N.CC#N
Lowest unoccupied orbital energy   0.34 eV

=====

# C4H6N2O

A cluster of 2 separate species, C4H6N2O in total (ωB97M-V/def2-TZVPD, OMol25).

Geometry as XYZ:
```
13
Properties=species:S:1:pos:R:3
H -0.216 -2.592 -1.826
N 0.421 -1.815 -1.632
C -0.009 -1.133 -0.650
C -1.187 -1.227 0.221
C -1.130 -0.194 1.078
N -0.007 0.604 0.870
C 0.769 0.096 -0.165
O 1.814 0.540 -0.570
H -1.957 -1.985 0.179
H -1.826 0.066 1.867
H 0.248 1.418 1.407
H 1.275 3.077 -0.654
H 1.600 3.451 -0.101
```

## Properties
Kohn-Sham gap   8.834 eV
Spin multiplicity   1
HOMO   -9.097 eV
Molecular weight   98.10 u
Energy relative to the best compared isomer or geometry (same formula, charge and spin)   47.5 kcal per mole
Electronic energy   -9271.4408 eV
SMILES   [H]/N=C1\C=CNC1=O.[H][H]
Lowest unoccupied orbital energy   -0.26 eV

=====

# C9H9NO

The molecule C9H9NO (ωB97M-V/def2-TZVPD, OMol25).

Geometry as XYZ:
```
20
Properties=species:S:1:pos:R:3
C 0.122 0.990 0.053
C 0.524 -1.384 -0.024
C 1.473 1.213 0.072
C 1.874 -1.162 0.024
C -0.409 -0.321 0.007
C 2.381 0.144 0.077
C -1.778 -0.610 -0.010
C -2.860 0.364 0.131
C -4.182 0.477 -0.641
N 3.729 0.367 0.071
O -4.125 -0.123 0.586
H -0.543 1.838 0.047
H 0.156 -2.398 -0.069
H 1.856 2.224 0.091
H 2.563 -1.994 0.033
H -2.085 -1.633 -0.178
H -2.583 1.304 0.602
H -4.512 -0.181 -1.447
H 4.061 1.289 0.290
H 4.339 -0.403 0.285
```

## Properties
Kohn-Sham gap (spin up / spin down)   7.760 / 6.788 eV
Spin multiplicity   1
HOMO (spin up / spin down)   -8.039 / -6.594 eV
Molecular weight   147.18 u
Energy relative to the best compared isomer or geometry (same formula, charge and spin)   110.8 kcal per mole
Electronic energy   -13012.3815 eV
Lowest unoccupied orbital energy (spin up / spin down)   -0.28 / 0.19 eV

=====

# C5H12N2

A cluster of 2 separate species, C5H12N2 in total (ωB97M-V/def2-TZVPD, OMol25).

Geometry as XYZ:
```
19
Properties=species:S:1:pos:R:3
C 1.955 1.682 0.739
C 1.668 0.394 0.697
C -1.030 -1.908 -0.394
C -1.312 0.785 1.001
C -1.233 -0.596 -1.022
N -0.754 1.678 -1.017
N -1.074 0.579 -0.423
H 2.521 2.132 -0.059
H 1.742 2.254 1.653
H 1.636 -0.189 -0.174
H -0.597 -1.658 0.623
H -0.213 -2.449 -0.922
H -1.907 -2.618 -0.284
H -1.044 0.050 1.680
H -0.763 1.633 1.438
H -2.302 1.113 1.091
H -1.437 -0.621 -2.044
H -0.858 1.603 -2.008
H 1.118 0.029 1.570
```

## Properties
Kohn-Sham gap   8.148 eV
Spin multiplicity   1
HOMO   -7.198 eV
Molecular weight   100.16 u
Energy relative to the best compared isomer or geometry (same formula, charge and spin)   110.5 kcal per mole
Electronic energy   -8355.3457 eV
Lowest unoccupied orbital energy   0.95 eV

=====

# C28H36BIrN8O7S3

A structure of composition C28H36BIrN8O7S3 (ωB97M-V/def2-TZVPD, OMol25).

Geometry as XYZ:
```
84
Properties=species:S:1:pos:R:3
Ir -0.870 -0.337 -0.637
C -2.692 -0.384 3.476
C -1.597 0.429 4.143
C -1.572 0.098 5.633
C -1.825 1.920 3.896
N -0.227 0.097 3.591
C 0.923 0.570 4.194
C 1.975 0.126 3.473
N 1.484 -0.601 2.413
B 2.434 -1.169 1.311
N 2.749 -0.148 0.189
C 3.916 -0.284 -0.515
C 3.915 0.644 -1.497
N 2.740 1.354 -1.402
C 2.037 0.837 -0.372
S 0.457 1.309 0.208
C 2.402 2.411 -2.438
C 1.324 3.382 -1.967
C 1.950 1.657 -3.684
C 3.674 3.213 -2.715
N 1.925 -2.533 0.750
C 2.127 -3.662 1.511
C 1.583 -4.704 0.858
N 1.034 -4.222 -0.317
C 1.240 -2.889 -0.358
S 0.723 -1.787 -1.621
C 0.325 -5.192 -1.239
C -0.893 -5.713 -0.476
C -0.133 -4.583 -2.557
C 1.312 -6.319 -1.548
C 0.145 -0.581 2.499
S -0.845 -1.402 1.304
H -3.631 -0.116 3.960
H -2.540 -1.454 3.623
H -2.807 -0.159 2.421
H -2.560 0.291 6.049
H -0.858 0.709 6.185
H -1.333 -0.953 5.794
H -2.819 2.192 4.251
H -1.780 2.138 2.826
H -1.095 2.540 4.416
H 0.896 1.155 5.095
H 3.032 0.256 3.624
H 3.481 -1.389 1.853
H 4.656 -1.018 -0.252
H 4.658 0.855 -2.241
H 0.334 2.937 -1.953
H 1.304 4.209 -2.676
H 1.547 3.794 -0.981
H 1.077 1.039 -3.481
H 2.747 1.015 -4.065
H 1.681 2.368 -4.464
H 4.075 3.653 -1.800
H 3.419 4.021 -3.397
H 4.452 2.626 -3.200
H 2.659 -3.626 2.445
H 1.550 -5.743 1.125
H -1.566 -4.893 -0.222
H -0.615 -6.231 0.442
H -1.434 -6.417 -1.107
H -0.897 -3.823 -2.430
H -0.561 -5.400 -3.139
H 0.691 -4.160 -3.130
H 1.618 -6.870 -0.661
H 2.203 -5.928 -2.041
H 0.833 -7.027 -2.223
O -1.318 1.457 -4.175
C -1.610 1.214 -3.034
O -1.336 0.004 -2.513
C -2.317 2.207 -2.167
C -2.584 3.430 -2.770
C -3.249 4.413 -2.073
C -3.690 4.209 -0.781
C -3.449 2.991 -0.180
C -2.732 1.957 -0.835
O -2.456 0.837 -0.212
N -3.953 2.851 1.196
O -4.108 1.732 1.643
O -4.200 3.872 1.804
N -3.496 5.715 -2.712
O -3.069 5.870 -3.837
O -4.117 6.538 -2.075
H -2.263 3.594 -3.788
H -4.214 4.983 -0.242
```

## Properties
Net charge   +1
Kohn-Sham gap (spin up / spin down)   6.755 / 5.791 eV
Spin multiplicity   2
HOMO (spin up / spin down)   -11.237 / -11.162 eV
<S²>   0.7573
Molecular weight   895.88 u
Energy relative to the best compared isomer or geometry (same formula, charge and spin)   3.7 kcal per mole
Electronic energy   -91888.5132 eV
Lowest unoccupied orbital energy (spin up / spin down)   -4.48 / -5.37 eV